{
  "formula": "C35H101N7O14",
  "method": "wB97M-V/def2-TZVPD",
  "smiles": "COC[C@H](C)N.COC[C@H](C)N.COC[C@H](C)N.COC[C@H](C)N.COC[C@H](C)N.COC[C@H](C)N.COC[C@H](C)N.OCCO.OCCO.CO.CO.CO",
  "gap_ev": 9.55,
  "spin_multiplicity": 1,
  "total_energy_ev": -77021.0573,
  "lumo_ev": 0.52,
  "species": ["O", "C", "C", "H", "H", "N", "H", "C", "H", "C", "H", "H", "H", "H", "C", "C", "C", "H", "H", "H", "H", "H", "H", "O", "N", "H", "H", "H", "O", "H", "C", "H", "H", "O", "C", "C", "H", "H", "H", "H", "H", "C", "H", "N", "C", "C", "H", "H", "N", "H", "O", "H", "C", "H", "C", "C", "H", "H", "H", "H", "H", "H", "H", "H", "H", "H", "H", "H", "H", "H", "O", "H", "H", "H", "H", "H", "O", "C", "H", "H", "H", "H", "H", "N", "H", "H", "H", "H", "H", "H", "H", "H", "H", "H", "O", "C", "C", "C", "H", "H", "H", "H", "N", "C", "H", "C", "H", "O", "H", "N", "C", "H", "C", "C", "O", "H", "C", "H", "C", "H", "H", "H", "H", "H", "H", "H", "H", "H", "H", "H", "O", "H", "H", "H", "C", "H", "H", "H", "H", "H", "C", "H", "C", "C", "H", "H", "C", "H", "C", "O", "H", "O", "H", "C", "C", "H", "O"],
  "coordinates": [[-4.257273, -1.147294, -2.717969], [0.652785, -0.150006, -6.689029], [3.458683, 2.071002, -2.498013], [-4.400887, -0.015001, 1.992684], [0.737345, 1.577766, 4.705596], [1.663912, 0.258622, 7.257789], [-3.842852, -2.198715, -4.434243], [2.092532, -2.735865, -2.319834], [-0.095061, -0.602906, -0.854409], [3.940430, -0.279801, 6.347965], [-2.069224, -0.433165, -4.799854], [0.355425, -3.580801, 1.655144], [-6.210411, -0.224745, -0.186331], [-2.795352, -2.587985, -3.046966], [1.940390, 1.910444, -2.128571], [0.329976, 5.473955, -2.299470], [5.303700, 3.383458, -1.792321], [-4.439204, -3.261876, -3.148517], [-6.054209, 1.616262, 1.870971], [1.455932, 4.770183, 0.650766], [-0.834402, -1.543073, -4.944968], [-0.902083, -2.034272, -7.535414], [2.062164, -3.497488, -0.287489], [-1.408088, 0.804048, -0.187762], [2.045691, -1.206958, 2.081918], [1.525631, -4.338314, 5.716070], [0.410311, -3.393088, 4.738088], [0.880397, -1.755772, 6.257850], [-3.823317, 2.200632, -0.677737], [2.158683, 0.060542, 5.166835], [2.684719, -3.529213, -1.173373], [-6.564280, 0.548635, 3.095134], [-4.851354, -2.491444, 1.263129], [0.353478, 4.778519, -1.037172], [1.894721, 1.564351, -0.662854], [-1.936350, -1.641056, -0.174495], [-1.699280, -0.797327, 1.550934], [-4.056794, -1.152033, -1.748969], [6.422729, -4.206169, 2.420292], [0.330144, 1.222475, -3.122761], [-2.279717, 6.337973, -4.199913], [1.376352, 5.326071, -0.262158], [5.181518, 0.024546, 1.838709], [1.265535, 0.941586, -3.050085], [-0.225020, 2.058476, 4.560924], [-3.828717, -2.334041, -3.364043], [-0.522315, -0.462784, 4.842200], [1.504513, 2.917237, -2.189041], [-1.061236, -0.524568, -5.073365], [-6.542629, -2.260274, 1.613717], [3.926127, 3.347171, -2.197306], [-0.638546, 2.267252, 5.538408], [-1.507040, -1.091170, -7.513083], [-1.694719, -2.531558, -0.725278], [1.975458, -1.838761, 6.143628], [6.587675, -3.143720, 2.072868], [3.397967, -1.336794, 0.651694], [0.856499, 0.041103, -7.708237], [0.604517, 0.440625, 2.581401], [-1.118292, -2.564373, -9.526736], [-0.365051, 5.286757, 3.929215], [-2.982453, -1.340685, -0.327718], [-0.606806, -5.074448, 1.850076], [-0.222730, -4.375691, 0.192923], [2.509984, 0.732570, -0.341189], [3.655660, 1.784001, -3.537489], [0.356229, 6.548481, -2.144272], [3.577513, 0.806706, 1.724323], [0.679450, 0.181804, 7.030869], [-0.672744, 6.352338, -4.570238], [-1.660914, -1.714327, 1.209815], [1.857426, -1.493589, 3.002983], [-0.939507, 0.797540, 0.597571], [1.187381, 5.183603, -2.981335], [-1.693179, -0.832169, 3.558345], [5.451564, 4.432119, -1.551103], [-5.288876, -2.043914, 3.231479], [-1.177627, 3.917487, -3.726817], [1.644500, 0.965194, -3.978139], [-5.432363, 1.929683, -1.855542], [-1.161893, 3.107945, -2.975017], [7.280569, -3.146933, 1.224867], [1.088181, -3.131948, -2.579183], [-1.358536, 6.398418, -3.836327], [-0.237284, 3.704168, -4.297453], [-6.395043, -3.869453, 3.481460], [6.925352, -2.529026, 2.873933], [2.057146, 2.520687, -0.064671], [1.533803, -1.773087, 1.420833], [4.540713, -2.373980, 3.315801], [4.026142, 0.047036, 3.253001], [1.127838, -1.077517, -6.371445], [1.631562, -0.811819, -2.508318], [2.373172, -2.240440, 7.047710], [5.441419, -2.585984, 1.415953], [-6.413736, 0.588152, 2.052423], [-1.180591, -0.478690, -0.872394], [4.242698, -2.496576, 2.232323], [-1.960384, 1.780909, 3.260284], [1.768224, -4.252001, 3.965131], [-2.137327, 3.863361, -4.256029], [1.088562, 6.387548, -0.059041], [-5.245933, -0.243600, 0.051928], [-0.740955, 4.376595, 4.364039], [-3.850028, 1.722221, -2.684346], [3.454843, -1.308425, 1.735593], [-1.222107, 0.903608, -6.693988], [0.065429, 3.317320, 3.915711], [1.889004, 1.231271, 7.300599], [-0.213222, 1.022966, 2.396837], [0.117712, -4.547794, 1.202435], [-4.768018, 0.651234, -0.217590], [-1.052740, 1.235668, 3.587305], [-4.414046, 2.320036, -1.958857], [1.930345, -1.464187, -1.789219], [3.686558, -3.121676, -0.817158], [2.462766, -0.398598, 6.096177], [-1.726840, 4.238577, 3.867525], [-0.882780, -0.145062, -6.479244], [-4.691119, -4.097590, 3.174415], [-2.592865, -1.305865, -7.310413], [-1.239445, -1.193018, -10.692427], [0.902225, 1.331080, -0.380577], [0.145932, 1.891047, 2.033346], [2.377065, 5.210637, -0.767377], [-4.357888, 3.334321, -2.402564], [3.936143, 1.275531, -1.862157], [-2.897041, 1.831958, -0.709570], [1.136439, -6.181623, 1.248338], [4.432558, -1.125772, 5.792525], [2.320834, -2.562862, 4.970230], [-1.428971, -0.337236, -1.923875], [-2.181993, -0.100613, 5.042215], [-1.817318, 5.280471, -2.182180], [1.431414, -3.708252, 4.824660], [3.772576, -3.444872, 2.246711], [6.000241, 3.031640, -2.514185], [-0.879081, 4.387243, 5.463041], [1.186154, 0.606115, -6.091605], [3.027828, -5.411281, -0.773221], [-5.471339, -1.866389, 1.872370], [-5.263234, -3.453255, 4.795795], [-5.421812, -3.374127, 3.716876], [4.128618, -0.052958, 2.122667], [2.611841, -2.762701, -3.275120], [5.404286, 2.715932, -0.937141], [-1.077945, 5.303298, -2.921670], [4.537814, 0.646644, 6.138263], [-1.576563, -1.585730, -9.754459], [1.366243, -5.253896, 1.131754], [-2.668556, -1.747447, -9.753120], [-1.419924, -0.524484, -8.780108], [-7.396594, 0.522782, 1.526600], [-5.333348, -0.366644, 1.542094], [-1.378167, -0.094369, 4.271022], [4.184596, -0.399457, 7.443972], [2.825045, -4.933120, -1.577366]],
  "forces_ev_per_angstrom": [[0.10, -0.10, 0.32], [-0.22, 0.43, 0.93], [-0.73, -1.83, 0.55], [0.19, -0.23, -0.13], [0.13, -0.26, 0.01], [1.00, -1.33, -1.30], [-0.04, 0.29, -0.31], [-1.24, -0.68, 0.40], [-0.04, -0.49, 0.05], [2.08, -0.56, 0.79], [1.15, -0.16, -0.24], [-0.34, -0.09, -0.04], [-0.71, 0.22, -1.06], [-0.31, 0.07, -0.32], [1.45, 0.71, -0.88], [-1.23, -0.24, 0.02], [-1.71, 0.15, 0.74], [0.26, 1.06, 0.00], [-0.08, -0.33, -0.13], [-0.19, -0.23, 0.65], [-0.21, 1.32, -0.25], [-0.62, 0.36, 0.48], [-0.49, 0.24, -0.05], [-2.36, -1.02, -3.84], [0.06, 0.14, -1.04], [-0.04, -0.07, -0.09], [-0.65, 0.28, -0.23], [0.16, -0.42, -0.15], [1.07, 0.03, 0.21], [0.10, 0.05, -0.57], [1.69, -1.34, -0.26], [-0.31, -0.41, 1.35], [1.03, -0.17, -0.34], [0.01, 0.14, -1.51], [-0.37, 1.33, 0.91], [-0.23, 2.58, -0.82], [0.12, -0.53, -0.23], [-0.57, -0.23, -1.02], [0.05, 1.00, -0.25], [-1.72, 0.09, -0.23], [-0.66, -0.11, -0.51], [0.75, 0.64, -0.28], [-0.14, -0.18, 0.07], [1.63, 0.03, 1.40], [0.11, 1.51, -1.00], [0.34, -1.03, 1.24], [0.34, -0.12, -0.39], [-0.12, -0.22, -0.38], [-1.77, -0.80, 0.34], [1.28, 0.85, 0.16], [0.46, 0.16, -0.06], [-0.52, -0.17, 0.32], [-0.32, -0.31, 0.79], [0.07, -0.75, 0.26], [-0.45, 1.07, -0.86], [-1.10, -1.10, -1.79], [0.51, -0.29, -0.38], [0.44, 0.08, -1.18], [-0.11, -0.12, -0.03], [0.31, 0.67, 0.23], [0.44, 0.44, 0.32], [-0.12, -0.66, 0.27], [0.16, 0.29, -0.49], [-0.58, -0.02, -0.23], [0.34, 0.02, -0.09], [-0.02, 0.23, -0.20], [0.54, 0.33, 0.33], [0.20, -0.13, -0.09], [-0.08, 0.15, 0.02], [-0.11, 0.19, -0.56], [0.22, 0.08, -0.10], [-0.24, -0.67, 1.44], [1.75, 0.05, 3.12], [-0.88, 0.06, 0.69], [0.05, -0.55, -0.35], [0.46, -0.11, 0.18], [0.29, -0.71, 1.80], [0.81, 0.16, 1.87], [0.27, 0.27, -0.37], [0.06, 0.37, -0.46], [-0.27, 0.11, -0.13], [0.44, -0.20, 0.62], [0.24, -0.33, 0.23], [1.15, 0.53, 1.02], [-1.05, 0.55, -0.19], [0.16, 0.83, 0.13], [0.31, 0.53, 0.76], [0.46, -1.23, -0.69], [-0.42, -0.04, 0.17], [-0.19, 0.33, -0.84], [0.41, -0.03, -1.10], [-0.30, -0.39, -0.18], [0.35, -0.51, 1.31], [0.34, -0.90, 0.69], [-0.59, -0.05, 0.99], [-0.09, 0.64, -1.14], [0.97, 0.76, 1.17], [2.03, 0.36, 1.04], [0.38, -0.26, 0.32], [0.04, -0.25, -0.54], [0.54, -0.06, -0.27], [0.77, -0.56, 0.05], [1.29, 0.19, 1.05], [-1.44, -0.77, -0.79], [-0.35, -0.32, 0.04], [-0.48, -0.19, -0.93], [-0.05, -0.92, 0.51], [0.84, -0.33, 0.81], [0.15, 0.65, 0.02], [-0.54, -0.78, -0.26], [0.76, 0.26, 0.61], [-0.81, -0.85, 0.50], [0.40, -0.16, 0.57], [0.79, -0.26, -0.55], [-0.18, 1.92, -1.03], [-0.98, -0.33, -0.81], [-1.25, 1.14, 1.79], [0.01, 0.24, 0.63], [1.43, 0.26, -0.01], [-0.66, 1.25, 0.90], [0.80, -0.08, 0.26], [0.11, 0.04, -0.52], [-1.19, -0.44, 0.18], [-0.02, 0.48, 0.16], [-0.78, 0.47, 0.29], [-0.40, -0.15, 0.70], [0.19, 0.71, -0.54], [-0.99, 0.44, 0.03], [0.33, 0.01, -0.14], [-0.19, 0.84, 0.51], [-0.95, -0.47, 0.36], [-0.47, -0.14, 0.05], [0.29, 0.67, -0.63], [-0.90, 0.10, 1.41], [1.49, 0.64, 0.93], [-1.06, -1.03, -0.51], [0.46, -0.13, -1.12], [0.28, 0.26, -0.49], [-0.54, 0.07, -0.19], [-0.06, -0.16, 0.21], [-3.05, 0.10, -0.41], [0.11, 0.49, -0.28], [0.59, -1.58, -1.74], [0.15, 1.64, 1.86], [0.79, -0.03, 0.13], [0.18, 0.22, 0.41], [1.50, -2.15, -2.82], [-1.18, -0.48, -0.49], [-1.50, 0.82, 0.75], [-0.33, -0.55, 0.45], [0.26, -0.33, -0.58], [1.00, -0.98, -1.08], [0.68, -0.34, 0.33], [0.24, -0.10, -0.92], [-0.65, -0.01, 0.70], [-0.57, -0.37, -0.95], [-0.05, 1.34, 0.01]]
}